Entry 1:
16
Properties=species:S:1:pos:R:3:lowdin_charge:R:1 method="wB97M-V/def2-TZVPD" de_lowest_kcal_mol=113.6 charge=0 lumo_ev=0.7 smiles="C[C@@H](COO)C(=O)O" orbital_gap_ev=10.44
C 1.178 1.436 0.605 -0.0528
C 0.521 0.488 -0.383 -0.2695
C 0.929 -0.942 -0.283 -0.0630
O -0.259 -1.562 -1.088 -0.1969
O -1.203 -2.398 -0.362 -0.0261
C -1.071 0.386 -0.130 -0.4901
O -1.912 0.833 -0.885 0.0901
O -1.337 0.215 1.190 0.0938
H 0.569 2.334 0.745 0.0907
H 1.324 0.960 1.578 0.0847
H 2.152 1.752 0.220 0.0836
H 0.613 0.862 -1.406 0.1499
H 1.831 -1.178 -0.847 0.1259
H 0.906 -1.367 0.723 0.1339
H -1.957 -2.252 -0.962 0.1088
H -2.284 0.433 1.284 0.1368

=====

Entry 2:
183
Properties=species:S:1:pos:R:3:lowdin_charge:R:1 method="wB97M-V/def2-TZVPD" de_lowest_kcal_mol=0.0 charge=-1 lumo_ev=-0.9 orbital_gap_ev=3.75
C -2.205 3.381 -2.847 -0.0195
C -1.057 2.871 -2.029 -0.2972
C -1.483 2.121 -0.785 -0.1465
O -0.326 1.632 -0.041 -0.1906
C -0.633 1.314 1.305 -0.1112
N -0.214 1.972 -2.960 0.2483
H 0.587 1.601 -2.470 0.1588
H -0.756 1.211 -3.342 0.1648
H 0.249 2.476 -3.703 0.1718
H -2.695 2.545 -3.348 0.0987
H -1.732 4.129 -3.483 0.1074
H -3.005 3.801 -2.237 0.1039
H -0.306 3.640 -1.847 0.1647
H -1.986 1.193 -1.056 0.1403
H -2.092 2.762 -0.147 0.1405
H -0.342 0.292 1.549 0.0873
H -1.631 1.540 1.681 0.0850
H -0.093 2.023 1.932 0.0919
C 10.438 1.168 -1.764 -0.0764
C 9.014 0.894 -1.186 -0.1997
C 8.574 -0.620 -1.116 -0.0531
N 7.464 -1.195 -2.074 -0.2496
C 7.040 -2.575 -1.729 -0.1003
C 8.168 -3.557 -2.177 -0.1489
C 8.580 -3.486 -3.687 -0.1667
C 8.783 -2.031 -4.151 -0.1571
C 7.727 -1.039 -3.589 -0.0772
C 6.269 -0.231 -1.957 -0.0001
H 10.441 0.601 -2.696 0.0610
H 11.205 0.858 -1.055 0.0758
H 10.643 2.214 -1.989 0.0821
H 8.307 1.613 -1.600 0.1044
H 8.992 1.190 -0.138 0.1060
H 8.066 -0.727 -0.158 0.1245
H 9.410 -1.272 -1.372 0.1176
H 6.694 -2.672 -0.700 0.1440
H 6.228 -2.850 -2.402 0.1379
H 9.067 -3.462 -1.568 0.1007
H 7.880 -4.566 -1.881 0.1191
H 9.425 -4.116 -3.967 0.1188
H 7.705 -3.862 -4.216 0.1107
H 9.781 -1.812 -3.771 0.1020
H 8.834 -2.004 -5.239 0.1251
H 7.966 -0.008 -3.850 0.1437
H 6.797 -1.395 -4.031 0.1317
H 5.433 -0.557 -2.575 0.1108
H 6.440 0.823 -2.181 0.1043
H 5.949 -0.183 -0.916 0.1090
C -5.344 -5.371 -1.780 -0.0603
C -5.601 -6.798 -1.329 -0.2589
C -4.969 -7.799 -2.211 -0.1183
N -5.017 -9.248 -1.660 -0.2202
C -4.732 -10.204 -2.794 -0.1266
C -5.770 -10.279 -3.946 -0.1670
C -7.180 -10.450 -3.488 -0.2209
C -7.560 -9.678 -2.310 -0.1931
C -6.510 -9.722 -1.235 -0.0605
C -4.003 -9.561 -0.542 0.0534
H -6.011 -4.678 -1.268 0.0838
H -5.761 -5.399 -2.787 0.0848
H -4.315 -5.025 -1.880 0.0945
H -6.659 -7.044 -1.421 0.1051
H -5.241 -7.009 -0.322 0.1094
H -3.887 -7.691 -2.279 0.1507
H -5.531 -7.815 -3.145 0.1315
H -3.889 -9.877 -3.403 0.1417
H -4.564 -11.173 -2.325 0.1324
H -5.554 -9.417 -4.577 0.1132
H -5.345 -10.940 -4.702 0.1310
H -7.917 -10.319 -4.280 0.1319
H -7.237 -11.507 -3.230 0.1263
H -7.703 -8.639 -2.608 0.1197
H -8.532 -10.100 -2.054 0.1400
H -6.823 -9.050 -0.437 0.1225
H -6.414 -10.720 -0.808 0.1331
H -4.247 -8.843 0.240 0.0970
H -2.983 -9.338 -0.854 0.1199
H -4.186 -10.612 -0.315 0.1043
C -3.920 0.487 7.940 -0.0944
C -2.750 -0.268 8.518 -0.2095
C -3.321 -1.175 9.733 -0.1104
N -2.304 -2.026 10.450 -0.2428
C -1.106 -1.300 11.081 -0.1164
C -1.616 -0.259 12.092 -0.1630
C -2.480 -0.957 13.191 -0.1723
C -3.555 -1.933 12.700 -0.1548
C -3.049 -2.924 11.631 -0.0076
C -1.676 -2.957 9.428 0.0046
H -4.312 1.104 8.747 0.0893
H -4.594 -0.161 7.378 0.0875
H -3.506 1.134 7.166 0.0883
H -1.983 0.431 8.852 0.1115
H -2.316 -0.995 7.831 0.0953
H -4.043 -1.854 9.277 0.1347
H -3.737 -0.504 10.484 0.1122
H -0.448 -0.891 10.313 0.1328
H -0.494 -2.057 11.570 0.1313
H -1.938 0.571 11.462 0.1111
H -0.771 0.196 12.608 0.1231
H -2.863 -0.060 13.677 0.1214
H -1.657 -1.347 13.790 0.1183
H -4.291 -1.206 12.356 0.1104
H -3.878 -2.416 13.622 0.1255
H -3.766 -3.593 11.156 0.1286
H -2.236 -3.531 12.030 0.1241
H -2.492 -3.440 8.889 0.1121
H -1.027 -3.629 9.990 0.1103
H -1.112 -2.376 8.699 0.0988
C 2.805 4.141 -7.312 -0.6286
F 3.332 4.195 -8.591 0.0808
F 1.797 4.950 -7.219 0.1770
F 2.509 2.846 -7.052 0.0969
S 4.265 4.676 -6.160 0.6853
O 5.066 3.444 -5.865 -0.3734
O 5.065 5.678 -6.875 -0.3091
N 3.342 5.143 -4.810 -0.3408
S 4.102 6.373 -4.283 0.5787
O 5.490 6.116 -3.867 -0.3486
O 3.833 7.610 -5.092 -0.3282
C 3.267 6.541 -2.456 -0.5991
F 3.984 7.381 -1.722 0.1440
F 1.948 6.900 -2.491 0.0888
F 3.270 5.334 -1.865 0.0772
C 0.743 12.870 5.860 -0.5861
F 1.955 13.456 5.748 0.1180
F 0.329 12.391 7.109 0.0831
F -0.111 13.663 5.234 0.1274
S 0.845 11.384 4.668 0.6502
O 1.407 11.764 3.421 -0.2732
O 1.643 10.427 5.432 -0.3503
N -0.772 10.780 4.555 -0.3023
S -0.670 9.677 3.480 0.5036
O -1.417 10.053 2.325 -0.2883
O 0.622 9.028 3.226 -0.3284
C -1.695 8.311 4.374 -0.5497
F -0.942 7.838 5.462 0.0464
F -2.936 8.738 4.728 0.0843
F -1.941 7.277 3.514 0.0654
C 0.377 -6.872 2.514 -0.7102
F -0.015 -7.609 3.597 0.0907
F -0.546 -7.017 1.651 0.1801
F 0.463 -5.618 2.854 0.1641
S 2.085 -7.502 1.792 0.6882
O 2.282 -6.722 0.578 -0.3296
O 3.103 -7.305 2.800 -0.3071
N 1.789 -9.201 1.434 -0.3013
S 2.346 -9.359 0.036 0.4967
O 1.573 -8.807 -1.074 -0.3402
O 3.772 -9.321 -0.131 -0.3079
C 1.977 -11.319 -0.143 -0.6622
F 2.851 -12.056 0.523 0.1278
F 0.798 -11.687 0.211 0.1432
F 2.030 -11.650 -1.482 0.0673
C -2.959 16.556 -4.770 -0.6494
F -3.231 16.397 -6.062 0.1292
F -2.821 17.849 -4.436 0.1126
F -3.825 15.874 -4.013 0.1371
S -1.198 15.837 -4.445 0.7175
O -0.240 16.531 -5.328 -0.3370
O -0.948 15.904 -3.004 -0.3240
N -1.538 14.213 -4.990 -0.3318
S -1.312 13.266 -3.850 0.5248
O 0.085 13.069 -3.521 -0.3108
O -2.200 13.650 -2.717 -0.3675
C -2.047 11.602 -4.582 -0.6029
F -2.039 10.634 -3.658 0.1109
F -3.297 11.818 -5.093 0.0907
F -1.172 11.117 -5.474 0.1006
C -3.196 0.257 -8.208 -0.6899
F -3.993 0.071 -9.186 0.1863
F -2.018 0.527 -8.767 0.1330
F -3.526 1.306 -7.464 0.1209
S -3.263 -1.365 -7.044 0.6312
O -4.348 -1.177 -6.065 -0.3405
O -3.549 -2.367 -8.075 -0.3199
N -1.860 -1.346 -6.266 -0.3232
S -1.345 -2.783 -6.451 0.5622
O -2.116 -3.841 -5.749 -0.3505
O -0.933 -3.143 -7.806 -0.3173
C 0.282 -2.728 -5.417 -0.7128
F -0.075 -2.247 -4.217 0.0958
F 0.729 -3.947 -5.298 0.1716
F 1.056 -1.877 -6.032 0.1534

=====

Entry 3:
20
Properties=species:S:1:pos:R:3:lowdin_charge:R:1 method="wB97M-V/def2-TZVPD" de_lowest_kcal_mol=122.4 charge=0 lumo_ev=-2.9 orbital_gap_ev=5.56
C -1.168 -0.543 -1.621 -0.1372
C -2.025 0.002 -2.526 0.1617
C 0.364 -0.194 1.669 -0.3225
O 1.508 0.350 1.147 -0.2426
C -0.259 -1.186 0.659 -0.1422
C -1.205 -0.517 -0.228 0.0588
H -0.367 -1.135 -2.071 0.1075
H -2.914 0.519 -2.187 0.0847
H -1.799 -0.266 -3.548 0.0848
H -0.384 0.562 1.922 0.1039
H 0.598 -0.748 2.587 0.1173
H 0.408 -1.727 -0.031 0.1144
H -0.756 -2.012 1.153 0.1469
H -1.892 0.288 0.070 0.1448
H 1.337 1.899 1.606 0.0002
H 1.604 3.361 2.128 -0.0042
O 0.911 2.793 1.833 -0.1161
H 2.667 -0.694 -1.301 0.0108
H 1.639 -0.138 -0.140 0.0038
O 1.735 -0.615 -1.121 -0.1747

=====

Entry 4:
21
Properties=species:S:1:pos:R:3:lowdin_charge:R:1 method="wB97M-V/def2-TZVPD" de_lowest_kcal_mol=46.4 charge=+1 lumo_ev=-2.9 smiles=NCC[C@@H]([NH3+])CN orbital_gap_ev=10.47
N 1.396 -2.113 -0.789 -0.0148
C 1.740 -1.291 0.437 -0.2169
C 0.381 -0.680 0.869 -0.1768
C -0.023 0.736 0.408 -0.1751
N 0.063 0.616 -1.256 0.1908
C -1.472 1.084 0.790 -0.2161
N -2.197 1.848 -0.179 0.0268
H 0.996 -2.942 -0.663 0.0142
H 2.229 -2.105 -1.433 0.1077
H 2.114 -1.981 1.312 0.1407
H 2.610 -0.610 0.123 0.1363
H -0.398 -1.309 0.459 0.1119
H 0.452 -0.807 1.933 0.1144
H 0.688 1.525 0.565 0.1346
H 0.759 1.186 -1.711 0.1371
H 0.378 -0.314 -1.516 0.0912
H -0.923 0.927 -1.659 0.1840
H -2.057 0.178 0.957 0.1295
H -1.326 1.726 1.723 0.1558
H -2.262 2.763 -0.069 0.0297
H -3.148 1.564 -0.299 0.0950